A 2-piece molecular cluster, C5H10O2 overall, computed with ωB97M-V/def2-TZVPD.

The geometry in XYZ format:
```
17
Properties=species:S:1:pos:R:3:forces:R:3
C -2.2211 -1.3786 0.3489 -0.29 -0.13 -0.05
O -1.0332 -0.6392 0.4265 0.08 -0.04 0.06
C -0.8632 0.2787 -0.6497 0.03 0.25 -0.17
C 0.4617 0.8908 -0.4140 -0.02 -0.18 0.24
C 1.2607 2.0146 0.2826 0.01 0.26 0.15
C 1.3800 0.5622 0.4356 0.05 0.19 -0.33
O 1.7976 -0.4019 1.2439 -0.10 -0.03 0.20
H -3.0939 -0.7103 0.3494 0.04 -0.14 -0.01
H -2.2614 -2.0229 1.2316 -0.04 0.08 -0.19
H -2.2434 -1.9960 -0.5611 -0.06 0.04 0.12
H -0.9026 -0.2658 -1.6084 -0.03 0.12 0.14
H -1.6613 1.0340 -0.6517 -0.01 -0.11 0.02
H 2.4680 -0.6115 -1.4407 0.06 -0.03 -0.16
H 1.9649 2.6151 -0.3029 -0.16 -0.24 0.12
H 0.8247 2.5462 1.1372 0.03 0.14 -0.16
H 3.0198 -0.8345 -1.0027 0.19 -0.18 -0.08
H 1.1026 -1.0809 1.1755 0.24 -0.02 0.09
```
Forces are in eV/Å.

The calculation puts the total energy at -9437.6349 eV. Its energy above the lowest of the compared OMol25 structures with the same formula, charge and spin is 5.408 eV. Its molecular weight is 102.1 u.

An isolated ion of composition C5H8N and charge +1, computed with ωB97M-V/def2-TZVPD.

The geometry in XYZ format:
```
14
Properties=species:S:1:pos:R:3:forces:R:3
C 1.7534 -1.0838 0.7106 -2.91 1.31 -1.68
C -0.4880 -0.0042 -0.4585 0.96 -0.91 0.88
C 1.1229 1.3312 -0.2484 -0.89 0.41 -0.60
C 1.0415 -0.0876 0.1049 -1.30 -1.35 0.60
C -1.7760 -0.5551 0.1979 -0.25 2.44 -2.26
N -0.1223 1.4386 -0.6665 1.24 -0.60 1.28
H 1.3213 -2.0935 0.8243 0.31 0.74 -0.04
H 2.6912 -0.8579 1.0823 1.88 0.12 0.71
H -0.4613 -0.5288 -1.3783 0.19 0.02 -1.41
H 1.8261 2.1799 -0.3316 -0.11 -0.79 0.36
H -1.6560 -1.5927 0.2927 -0.05 -1.55 -0.38
H -2.6952 -0.2399 -0.4245 1.52 -0.86 0.73
H -1.9525 -0.2095 1.1520 -0.22 1.04 2.21
H -0.6051 2.3033 -0.8569 -0.38 -0.01 -0.41
```
Forces are in eV/Å.

The calculation puts the total energy at -6795.5050 eV. Its energy above the lowest of the compared OMol25 structures with the same formula, charge and spin is 2.583 eV. Its charge is +1. Its molecular weight is 82.1 u.

A 3-piece molecular cluster, H5O3 overall, computed with ωB97M-V/def2-TZVPD.

The geometry in XYZ format:
```
8
Properties=species:S:1:pos:R:3:forces:R:3
O 0.4866 0.3415 -2.3358 0.70 0.11 -0.02
H -0.3807 0.0750 -2.0130 0.20 -0.08 0.01
O 0.5459 0.0966 0.2135 -0.18 -0.08 0.08
H 1.0063 0.2816 -1.4668 -1.06 -0.14 -0.54
H -0.1235 0.7655 0.0263 0.31 0.28 0.00
O -0.9687 -0.4616 2.0988 0.58 -0.37 -0.90
H -0.3393 -0.3703 1.1715 -0.49 0.34 0.68
H -0.1959 -0.7107 2.6076 -0.05 -0.06 0.68
```
Forces are in eV/Å.

The calculation puts the total energy at -6224.1212 eV. Its energy above the lowest of the compared OMol25 structures with the same formula, charge and spin is 0.509 eV. Its charge is -1. Its molecular weight is 53.0 u.

A 4-piece molecular cluster, C4H17NO3S2 overall, computed with ωB97M-V/def2-TZVPD.

The geometry in XYZ format:
```
27
Properties=species:S:1:pos:R:3:forces:R:3
S -0.5980 1.3867 2.5293 -0.89 -0.57 1.18
S 0.8621 2.0625 1.3614 1.09 0.89 -0.57
C 1.3808 0.6104 0.4658 -1.02 -2.75 0.10
C 0.6392 0.3257 -0.8748 2.26 1.56 0.25
C 0.7227 -1.1238 -1.2915 0.42 -0.59 -0.51
N -0.3851 -1.9919 -0.9380 0.19 -0.14 -0.76
C -0.5784 -2.3121 0.4544 -0.37 0.86 0.62
H -1.7603 1.8427 2.0144 0.31 0.05 -0.50
H 1.1285 -0.2823 1.0586 -0.28 0.56 0.52
H 2.4535 0.3877 0.4506 0.15 1.15 -0.48
H 1.1496 1.0239 -1.5558 -0.16 -0.49 -0.52
H -0.3344 0.7417 -0.8124 -1.23 -0.08 0.20
H 0.9501 -1.2658 -2.3529 -0.61 0.41 -0.21
H 1.6348 -1.5609 -0.9078 0.38 -0.10 0.72
H -1.2195 -1.6263 -1.3722 -0.16 -0.12 0.18
H -0.4148 -1.4558 1.1158 -0.09 0.09 0.08
H 0.0918 -3.0900 0.8271 -0.20 -0.24 -0.29
H -1.6261 -2.5764 0.6127 0.21 -0.41 0.01
H 1.8974 -3.6399 -0.2755 -0.14 -0.03 0.05
H 2.2656 -3.9183 1.1934 -0.13 0.07 0.08
O 2.5597 -4.0461 0.2903 0.29 -0.09 -0.18
H -2.1360 1.6908 -1.9148 -0.03 -0.02 -0.17
H -3.1398 1.1610 -0.8810 0.14 0.26 -0.14
O -2.6808 1.9636 -1.1663 -0.10 -0.28 0.19
H -1.7422 0.2067 -4.3676 0.63 -0.18 -0.34
H -0.3021 0.9019 -4.1055 0.17 -0.55 -0.49
O -1.2362 0.8855 -3.9194 -0.85 0.74 0.99
```
Forces are in eV/Å.

The calculation puts the total energy at -33725.8933 eV. Its energy above the lowest of the compared OMol25 structures with the same formula, charge and spin is 0.000 eV. Its molecular weight is 191.3 u.

Question: What is the molecular weight in the fourth record?
Answer: 191.3 u

Question: The lowest molecular weight belongs to which entry?
Answer: H5O3